C35H56BF5N6O7P2 | wB97M-V/def2-TZVPD

The geometry in XYZ format:
```
112
Properties=species:S:1:pos:R:3:forces:R:3
C 5.131892 -0.003899 0.423090 0.341 0.716 0.841
C 5.111028 1.034976 -0.887631 -0.194 -1.214 1.706
C 3.529132 1.259652 -1.253345 -0.092 0.119 -0.773
C 3.203264 2.691514 -2.017896 -0.244 -0.093 -1.377
C 4.569542 3.402873 -2.664283 -0.969 -0.555 -0.546
C 2.266395 3.723097 -1.159343 -0.537 1.743 2.705
C 2.608205 4.382655 0.130395 -1.311 -1.014 -2.248
B 4.086387 4.147920 0.830973 2.220 -0.727 1.338
O 5.301398 4.931142 0.463251 -3.353 -0.211 0.966
O 4.310128 3.081070 1.869667 1.264 3.001 -2.760
C 1.578295 5.393857 0.976245 0.836 3.182 1.394
O 2.026665 6.444512 1.675647 -2.653 -6.727 -4.216
C -0.039142 4.998307 0.820650 -1.468 -0.516 -0.106
C -1.091617 5.266810 2.048818 -1.594 -1.690 -2.535
O -0.719421 5.865950 3.362980 -0.675 -3.255 -2.418
C -2.658420 4.797783 1.824007 3.192 -0.609 -3.092
C -3.073508 4.092603 0.389053 2.724 0.864 0.791
C -2.023249 3.820611 -0.865278 1.780 1.608 3.141
C -2.531128 3.091892 -2.264936 -1.217 -0.322 0.313
F -2.845795 4.168180 -3.233560 1.248 -3.146 2.237
F -1.526810 2.093192 -2.791386 -2.591 3.361 1.321
C -3.925762 2.195581 -2.042926 -2.256 -2.074 0.354
C -5.441309 2.762223 -2.386903 0.984 -4.155 1.550
C -6.707925 1.705007 -2.148137 3.875 -1.400 0.834
C -6.418455 0.184275 -1.585455 2.544 1.825 -0.599
C -4.897399 -0.394989 -1.229118 -0.220 4.158 -1.597
C -4.694501 -1.962659 -0.700691 -0.360 0.683 0.372
F -5.852408 -2.209972 0.232055 3.866 0.069 -3.017
F -3.421612 -2.161078 0.055011 -4.386 0.411 -2.617
F -4.735232 -2.925431 -1.836238 0.418 2.946 4.431
C -3.654053 0.650486 -1.463311 -3.495 0.501 -0.593
C -0.455062 4.290967 -0.636577 -2.386 0.425 2.337
C 0.751918 4.084777 -1.771721 -0.638 0.755 -4.733
O 0.531651 4.240088 -3.103156 1.328 -1.150 8.838
H 5.936623 0.378995 1.216897 -1.629 -1.015 -1.774
H 5.412094 -1.102290 0.130755 -0.720 2.112 0.549
H 4.093042 0.048673 1.008869 2.286 -0.310 -1.436
H 5.683315 1.991369 -0.531223 -1.325 -1.682 -0.919
H 5.740671 0.498335 -1.728508 -1.517 1.402 1.434
H 2.795242 1.200897 -0.341136 1.805 0.009 -1.469
H 3.219200 0.369356 -1.981099 0.593 1.987 1.514
H 2.562147 2.382615 -2.977328 1.191 1.014 2.207
H 5.363716 3.693152 -1.855592 -1.664 -0.389 -1.717
H 5.020610 2.613696 -3.435565 -0.855 1.688 1.832
H 4.180717 4.304780 -3.312499 1.034 -1.580 1.479
H 5.047810 5.888891 0.316429 0.352 -1.660 -0.062
H 5.304482 3.108731 2.090374 -2.173 -0.037 -0.434
H -0.688585 5.078455 4.009751 -0.082 1.686 -1.463
H -3.425281 4.960784 2.716110 1.755 -0.451 -2.318
H -4.203056 3.749567 0.290662 2.729 0.742 0.067
H -5.609653 3.871089 -2.784647 0.480 -2.801 0.954
H -7.823282 2.029106 -2.404311 2.798 -0.829 0.664
H -7.308744 -0.569129 -1.451227 1.897 1.786 -0.305
H -2.551083 0.302611 -1.221730 -2.580 0.903 -0.625
C -6.841641 -4.741068 -6.099368 -0.268 0.016 -0.606
N -7.195570 -4.267373 -4.783100 2.040 -0.677 0.082
C -6.136233 -3.416594 -4.240764 -0.286 0.092 0.609
P -8.751105 -3.797650 -4.294612 1.335 -3.937 -5.397
O -8.816420 -2.573025 -5.239902 -0.479 1.338 3.412
N -10.046276 -4.615841 -5.044614 -2.700 0.373 -0.300
C -9.931099 -5.639694 -6.066771 0.199 -0.584 0.514
C -11.195661 -3.763513 -5.386816 0.173 0.337 0.037
N -8.676020 -5.205446 -3.207933 -0.949 1.752 1.839
C -7.880850 -6.414005 -3.298004 1.186 0.277 0.237
C -9.697733 -5.257837 -2.172604 -0.171 0.064 0.087
H -5.828216 -5.155643 -6.098769 0.039 0.294 0.225
H -6.896191 -3.955344 -6.863294 0.033 -0.092 -0.122
H -7.453191 -5.583302 -6.406698 -0.258 0.108 -0.047
H -6.081003 -3.540258 -3.153342 -0.258 0.016 -0.347
H -6.324996 -2.359422 -4.453418 0.107 0.087 -0.065
H -5.144304 -3.665772 -4.634243 -0.321 -0.187 -0.064
H -9.518700 -5.243612 -6.998861 0.043 0.036 -0.128
H -10.909317 -6.079259 -6.301149 0.017 0.306 0.191
H -9.329208 -6.483123 -5.729755 0.194 0.083 -0.062
H -11.041408 -3.244523 -6.339552 -0.074 0.118 0.004
H -11.365751 -3.011163 -4.608257 0.109 -0.077 -0.243
H -12.119583 -4.350999 -5.457526 0.280 -0.174 0.032
H -7.892049 -6.860987 -4.292353 0.052 0.230 -0.113
H -8.240354 -7.193957 -2.615109 -0.287 0.426 0.069
H -6.841140 -6.217259 -3.017496 -0.002 -0.210 -0.124
H -10.548363 -5.867821 -2.493742 -0.034 -0.080 0.032
H -10.069015 -4.253613 -1.945740 -0.021 -0.141 -0.043
H -9.303767 -5.666751 -1.235375 -0.024 0.075 -0.078
C 7.226470 2.200672 5.748552 0.309 0.383 -0.347
N 6.987946 0.779249 5.818387 -1.377 0.917 1.483
C 5.552218 0.499168 5.838005 -0.074 -0.544 -0.003
P 7.893511 -0.408476 5.013270 2.261 6.304 1.209
O 7.465318 0.044727 3.595949 -1.047 -3.472 0.276
N 9.544600 -0.052539 4.775316 2.007 -0.945 -1.565
C 10.219335 1.170080 5.170641 0.059 -0.206 0.787
C 10.078412 -0.459782 3.466176 -0.332 -0.075 -0.186
N 8.385750 -0.929466 6.642586 -0.555 -2.464 -0.976
C 8.422037 -0.190166 7.888838 -1.166 0.203 0.387
C 9.034366 -2.230213 6.719404 0.100 -0.186 -0.098
H 6.631700 2.727438 6.501990 -0.235 -0.253 -0.126
H 6.993776 2.623286 4.763071 0.048 0.156 0.017
H 8.246801 2.455612 6.016382 0.154 -0.099 -0.225
H 5.355756 -0.389922 6.447721 -0.013 -0.092 -0.068
H 5.168165 0.311710 4.830122 -0.104 0.072 -0.028
H 4.963678 1.313787 6.274874 0.392 -0.017 -0.029
H 9.855587 2.037549 4.613027 -0.028 0.121 -0.071
H 11.301438 1.100053 4.999733 -0.226 -0.244 -0.148
H 10.125841 1.357167 6.239978 -0.190 0.110 -0.010
H 9.860809 0.286491 2.693793 -0.004 -0.063 -0.122
H 9.646385 -1.416756 3.152059 0.003 0.280 -0.004
H 11.164599 -0.608776 3.508256 -0.144 0.136 0.269
H 8.877127 0.795522 7.789042 -0.146 0.054 -0.207
H 9.003823 -0.711921 8.659039 -0.019 -0.295 -0.431
H 7.413980 -0.067362 8.297657 0.143 0.169 0.113
H 10.123995 -2.125282 6.697432 0.058 -0.017 0.066
H 8.738713 -2.859323 5.874068 0.103 0.071 0.089
H 8.749952 -2.771329 7.628865 -0.005 0.040 -0.106
```
Forces are in eV/Å.

Values from the calculation:
SMILES = CCC[C@H](C)C1=C(B(O)O)C(=O)c2c(O)ccc(C(F)(F)c3cccc(C(F)(F)F)c3)c2C1=O.CN(C)P(=O)(N(C)C)N(C)C.CN(C)P(=O)(N(C)C)N(C)C
E = -3428.28674 Ha
net charge = 0
spin multiplicity = 1
energy above the lowest of the compared OMol25 structures with the same formula, charge and spin = 28.116 eV
HOMO-LUMO gap = 6.1 eV
LUMO energy = -1.8 eV